{"formula": "C4H6O2", "method": "the ωB97M-V functional and the def2-TZVPD basis", "species": ["O", "C", "C", "C", "C", "O", "H", "H", "H", "H", "H", "H"], "positions_angstrom": [[1.848, -0.870, 0.662], [0.725, -0.046, 0.667], [0.433, 0.659, -0.670], [-1.068, 0.519, -0.752], [-1.447, -0.367, 0.162], [-0.435, -0.843, 0.955], [1.520, -1.775, 0.745], [0.829, 0.685, 1.481], [0.795, 1.692, -0.672], [0.938, 0.129, -1.489], [-1.713, 0.995, -1.478], [-2.424, -0.778, 0.389]], "mulliken_charge": [-0.512, 0.238, -0.490, -0.233, -0.379, -0.443, 0.325, 0.246, 0.270, 0.220, 0.348, 0.407], "homo_ha": -0.3234, "total_charge": 0, "homo_lumo_gap_ev": 9.8, "smiles": "O[C@H]1CC=CO1", "largest_force_ev_per_a": 0.33, "multiplicity": 1, "e_above_lowest_kj_mol": 116.9, "energy_ha": -306.46177}

{"formula": "C18H23N7O2", "method": "the ωB97M-V functional and the def2-TZVPD basis", "species": ["C", "C", "N", "H", "H", "H", "C", "C", "N", "H", "H", "H", "C", "C", "N", "H", "H", "H", "C", "C", "N", "H", "H", "H", "C", "C", "N", "H", "H", "H", "C", "C", "N", "H", "H", "H", "C", "C", "C", "C", "C", "C", "N", "O", "O", "H", "H", "H", "H", "H"], "positions_angstrom": [[2.298, -2.605, -1.327], [2.998, -2.267, -0.047], [3.572, -1.989, 0.904], [2.944, -2.217, -2.114], [1.347, -2.108, -1.519], [2.217, -3.690, -1.389], [0.345, 1.782, -2.168], [1.018, 3.002, -1.760], [1.577, 3.956, -1.422], [-0.563, 1.665, -1.576], [1.051, 0.991, -1.914], [0.157, 1.652, -3.234], [-1.209, 3.288, 1.258], [-0.126, 3.693, 0.358], [0.679, 4.055, -0.313], [-1.578, 4.148, 1.817], [-0.735, 2.604, 1.963], [-1.951, 2.786, 0.637], [1.212, 1.248, 2.175], [1.624, 2.614, 1.688], [1.862, 3.681, 1.264], [0.169, 1.071, 2.439], [1.960, 0.948, 2.908], [1.397, 0.528, 1.378], [0.752, -3.597, 1.854], [1.322, -4.135, 0.679], [1.849, -4.592, -0.249], [-0.316, -3.710, 2.044], [1.033, -2.545, 1.821], [1.253, -3.993, 2.738], [-4.068, 0.712, -0.575], [-3.614, -0.344, -1.472], [-3.227, -1.160, -2.176], [-4.422, 0.190, 0.315], [-4.906, 1.214, -1.058], [-3.217, 1.338, -0.307], [-0.321, -2.487, -0.461], [0.799, -1.850, 0.043], [0.865, -0.442, 0.189], [-0.293, 0.298, -0.165], [-1.414, -0.358, -0.753], [-1.454, -1.777, -0.868], [-0.372, 1.748, 0.044], [0.627, 2.341, 0.339], [-1.411, 2.332, -0.258], [-0.509, -3.548, -0.381], [1.594, -2.432, 0.484], [1.691, 0.071, 0.660], [-2.200, 0.203, -1.236], [-2.307, -2.312, -1.259]], "mulliken_charge": [-0.782, 0.128, -0.603, 0.460, 0.259, 0.352, 0.241, 0.337, -0.567, -0.290, 0.122, 0.499, -1.538, 1.023, 0.405, 0.637, 0.261, 0.177, -0.812, 0.445, -0.781, 0.298, 0.541, -0.051, -0.458, 0.510, -0.530, 0.332, 0.389, 0.431, 0.033, 0.072, -0.601, 0.306, 0.379, -0.404, -0.294, 0.281, -0.124, -0.694, -0.527, -1.109, 0.837, -0.919, -0.644, 0.445, -0.592, 0.336, 1.231, 0.553], "homo_ha": -0.2373, "total_charge": 0, "homo_lumo_gap_ev": 5.2, "largest_force_ev_per_a": 18.72, "multiplicity": 1, "e_above_lowest_kj_mol": 3961.0, "energy_ha": -1232.05061}

{"formula": "C38H51N9OPPt", "method": "the ωB97M-V functional and the def2-TZVPD basis", "species": ["Pt", "C", "C", "C", "C", "N", "C", "C", "C", "C", "C", "C", "N", "H", "H", "H", "H", "H", "H", "H", "H", "C", "C", "C", "C", "C", "N", "C", "O", "N", "C", "C", "C", "C", "N", "C", "C", "C", "H", "H", "H", "H", "H", "H", "H", "H", "H", "H", "H", "H", "H", "N", "P", "N", "C", "C", "C", "C", "C", "N", "C", "C", "C", "C", "C", "N", "C", "C", "C", "C", "C", "H", "H", "H", "H", "H", "H", "H", "H", "H", "H", "H", "H", "H", "H", "H", "H", "H", "H", "H", "H", "H", "H", "H", "H", "H", "H", "H", "H", "H", "H"], "positions_angstrom": [[-0.466, 0.069, 0.040], [-3.713, 3.054, 0.409], [-4.434, 2.631, 1.516], [-4.113, 1.458, 2.218], [-3.001, 0.803, 1.765], [-2.426, 1.063, 0.582], [-2.726, 2.234, -0.028], [-2.611, -0.559, 2.425], [-2.108, -0.677, 3.724], [-1.899, -1.962, 4.286], [-2.111, -3.064, 3.473], [-2.635, -2.827, 2.212], [-2.855, -1.630, 1.669], [-3.925, 3.968, -0.109], [-5.354, 3.149, 1.743], [-4.676, 1.168, 3.107], [-2.205, 2.312, -1.001], [-1.896, 0.208, 4.322], [-1.434, -1.992, 5.277], [-1.994, -4.035, 3.829], [-2.835, -3.698, 1.598], [-1.393, -1.357, -7.455], [-2.440, -2.091, -6.592], [-3.173, -1.365, -5.657], [-4.003, -2.058, -4.811], [-4.087, -3.421, -4.870], [-5.019, -4.139, -4.008], [-5.385, -3.680, -2.781], [-6.544, -3.879, -2.411], [-4.572, -2.934, -2.002], [-3.161, -2.727, -2.036], [-2.253, -3.579, -2.606], [-0.879, -3.393, -2.369], [-0.406, -2.288, -1.705], [-1.328, -1.417, -1.158], [-2.622, -1.662, -1.278], [-3.383, -4.157, -5.790], [-2.588, -3.477, -6.715], [-0.450, -1.327, -6.813], [-1.627, -0.302, -7.707], [-1.148, -1.913, -8.389], [-3.139, -0.258, -5.700], [-4.748, -1.474, -4.242], [-5.833, -4.643, -4.451], [-5.139, -2.482, -1.322], [-2.518, -4.418, -3.251], [-0.095, -4.062, -2.683], [0.711, -2.061, -1.699], [-3.282, -0.921, -0.776], [-3.630, -5.218, -5.900], [-2.093, -3.999, -7.564], [0.538, 1.378, 0.869], [2.113, 1.500, 1.246], [3.110, 0.347, 0.773], [2.686, -1.043, 0.509], [3.462, -2.058, 1.298], [4.914, -2.052, 0.803], [5.441, -0.575, 1.004], [4.522, 0.481, 0.307], [2.058, 1.555, 2.873], [3.357, 1.444, 3.592], [3.219, 1.333, 5.150], [2.059, 2.183, 5.672], [0.728, 1.855, 4.992], [0.930, 1.004, 3.713], [2.776, 2.817, 0.568], [2.996, 2.785, -0.929], [2.164, 3.941, -1.551], [2.744, 5.239, -1.053], [3.118, 5.231, 0.429], [2.391, 4.099, 1.163], [2.758, -1.334, -0.612], [1.608, -1.173, 0.778], [3.101, -3.044, 1.212], [3.391, -1.733, 2.318], [4.954, -2.283, -0.281], [5.536, -2.702, 1.313], [6.431, -0.520, 0.574], [5.507, -0.331, 2.084], [4.582, 0.436, -0.791], [4.776, 1.478, 0.643], [3.941, 2.365, 3.380], [3.847, 0.511, 3.256], [4.153, 1.786, 5.572], [3.251, 0.320, 5.424], [2.454, 3.228, 5.561], [2.002, 2.033, 6.740], [0.150, 2.796, 4.715], [0.108, 1.324, 5.674], [-0.027, 1.002, 3.146], [1.185, -0.028, 3.941], [2.729, 1.800, -1.308], [4.029, 2.880, -1.166], [1.145, 3.751, -1.189], [2.102, 3.857, -2.661], [2.025, 6.081, -1.222], [3.622, 5.596, -1.643], [2.913, 6.193, 0.868], [4.170, 5.004, 0.475], [1.261, 4.168, 1.192], [2.611, 4.105, 2.263]], "mulliken_charge": [0.301, -0.779, -0.425, -0.587, 0.528, -0.113, -0.358, -0.048, -0.262, -0.595, -0.900, -0.181, 0.007, 0.479, 0.419, 0.507, 0.398, 0.515, 0.428, 0.523, 0.411, -1.391, 0.926, -0.839, 0.366, -0.416, -0.069, 0.353, -0.720, -0.010, 0.509, -0.410, -1.019, -0.028, -0.212, 0.117, -0.366, -0.697, 0.234, 0.344, 0.354, 0.335, 0.416, 0.287, 0.176, 0.486, 0.455, 0.080, 0.318, 0.457, 0.315, 0.383, -1.472, 0.765, -0.157, -1.017, -0.833, -0.795, -0.656, 1.127, -0.120, -1.095, -0.642, -0.955, 0.189, 0.464, -0.929, -0.577, -0.548, -0.988, -0.646, 0.053, 0.077, 0.430, 0.247, 0.252, 0.525, 0.458, 0.230, 0.391, 0.439, 0.379, -0.315, 0.424, 0.443, 0.267, 0.424, 0.276, 0.515, -0.558, 0.356, 0.633, 0.370, 0.144, 0.371, 0.357, 0.261, 0.392, 0.327, 0.414, 0.300], "homo_ha": [-0.3669, -0.3750], "total_charge": 1, "homo_lumo_gap_ev": [7.9, 7.1], "largest_force_ev_per_a": 4.41, "multiplicity": 3, "energy_ha": -2507.08732}

{"formula": "C22H35IrO4Se2Si2Te3", "method": "the ωB97M-V functional and the def2-TZVPD basis", "species": ["Ir", "Se", "Te", "Te", "Se", "O", "C", "C", "O", "O", "C", "C", "C", "C", "C", "C", "C", "C", "C", "C", "C", "C", "H", "H", "H", "H", "H", "H", "H", "H", "H", "H", "H", "O", "H", "H", "C", "Si", "C", "C", "C", "Te", "C", "Si", "C", "C", "C", "H", "H", "H", "H", "H", "H", "H", "H", "H", "H", "H", "H", "H", "H", "H", "H", "H", "H", "H", "H", "H", "H"], "positions_angstrom": [[-1.636, 1.711, -0.300], [-1.246, 3.944, 0.926], [-3.631, 3.440, 1.310], [-4.640, 3.878, -1.171], [-3.210, 2.309, -2.398], [0.350, 0.784, 1.759], [-0.338, 0.069, 2.782], [-1.741, -0.295, 2.191], [-2.198, -1.414, 2.383], [-2.360, 0.657, 1.559], [-0.546, 0.983, 3.992], [0.572, 1.577, 4.576], [0.439, 2.428, 5.665], [-0.820, 2.687, 6.194], [-1.935, 2.084, 5.630], [-1.800, 1.235, 4.536], [0.435, -1.197, 3.157], [0.162, -1.859, 4.352], [0.833, -3.028, 4.680], [1.788, -3.555, 3.818], [2.062, -2.903, 2.624], [1.388, -1.730, 2.297], [0.814, 1.524, 2.159], [1.566, 1.356, 4.193], [1.320, 2.879, 6.108], [-0.928, 3.347, 7.046], [-2.920, 2.275, 6.041], [-2.681, 0.768, 4.109], [-0.589, -1.464, 5.026], [0.610, -3.532, 5.615], [2.312, -4.469, 4.077], [2.802, -3.309, 1.941], [1.607, -1.228, 1.367], [-2.786, -0.843, -0.658], [-3.611, -0.897, -1.150], [-3.004, -1.012, 0.280], [-0.853, -3.683, -1.629], [-0.071, -2.829, -3.090], [-0.618, -3.649, -4.675], [1.794, -2.921, -2.955], [-0.554, -0.995, -3.131], [0.087, -0.068, -1.306], [1.769, 0.942, -2.166], [1.438, 2.376, -3.348], [0.891, 3.855, -2.359], [3.070, 2.720, -4.195], [0.144, 2.018, -4.644], [-0.440, -4.689, -1.497], [-1.936, -3.779, -1.763], [-0.682, -3.131, -0.703], [-0.334, -4.708, -4.668], [-0.156, -3.184, -5.554], [-1.706, -3.596, -4.800], [2.130, -3.963, -2.970], [2.139, -2.473, -2.017], [2.286, -2.399, -3.785], [-1.633, -0.843, -3.219], [-0.060, -0.470, -3.953], [2.376, 0.165, -2.641], [2.335, 1.324, -1.311], [1.623, 4.138, -1.595], [-0.055, 3.645, -1.849], [0.724, 4.722, -3.010], [3.862, 2.918, -3.464], [2.994, 3.595, -4.853], [3.387, 1.868, -4.808], [-0.805, 1.719, -4.192], [0.452, 1.242, -5.352], [-0.041, 2.935, -5.215]], "mulliken_charge": [1.548, -0.477, 0.033, 0.069, -0.319, -0.028, 3.148, -0.807, -0.689, -0.514, -0.162, -0.354, -0.993, -0.429, -0.878, -0.103, -0.610, -0.190, -0.921, -0.416, -0.981, -0.064, 0.350, 0.384, 0.404, 0.407, 0.424, 0.508, 0.428, 0.390, 0.394, 0.410, 0.397, -0.318, 0.195, 0.169, -0.732, 0.175, -1.043, -0.975, -0.176, -0.796, -0.878, 0.211, -0.638, -1.063, -0.896, 0.356, 0.265, 0.136, 0.299, 0.305, 0.313, 0.375, 0.288, 0.315, 0.411, -0.053, 0.498, 0.498, 0.291, 0.013, 0.340, 0.317, 0.303, 0.288, 0.172, 0.306, 0.369], "homo_ha": [-0.2600, -0.2870], "total_charge": 0, "homo_lumo_gap_ev": [6.4, 5.1], "largest_force_ev_per_a": 0.69, "multiplicity": 5, "e_above_lowest_kj_mol": 91.7, "energy_ha": -7450.55985}